Entry 1:
Density functional theory data (wB97M-V/def2-TZVPD) for 2 unconnected molecules or ions with the total composition C6H6 at a distorted geometry.

Structure (XYZ):
```
12
Properties=species:S:1:pos:R:3:forces:R:3:lowdin_charge:R:1
C 0.40873 -2.21114 -0.09380 0.4 -0.1 1.6 0.01
C 0.77006 -0.92660 -0.13553 -1.1 -3.6 0.4 -0.13
C 1.00289 0.28991 0.00257 1.6 1.8 0.1 -0.17
C 1.40405 1.54089 -0.05678 -1.2 -0.4 0.5 0.01
H 0.31179 -2.81923 0.89240 0.1 1.5 -1.6 0.09
H 0.25379 -2.82998 -0.96527 0.2 0.2 -0.3 0.04
H 1.45945 1.95434 -1.01995 0.4 0.6 -1.3 0.05
H 1.26485 2.27695 0.71853 0.5 -0.3 0.5 0.07
C -1.90953 0.50193 0.68812 -1.0 -2.6 4.0 0.01
C -1.61730 1.01049 -0.30171 -0.1 1.4 -2.0 -0.01
H -1.92162 -0.19888 1.46094 -0.4 -0.2 1.0 0.03
H -1.42716 1.41132 -1.18951 0.7 1.6 -3.0 0.00
```
Forces are in eV/Å.

HOMO energy, eV: -8.840
Structure (SMILES): C=C=C=C.C#C
E, eV: -6313.00984
Kohn-Sham gap, eV: 8.9
Relative energy (zero: lowest compared OMol25 entry of this formula, charge and spin), kJ/mol: 597.3

=====

Entry 2:
Density functional theory data (wB97M-V/def2-TZVPD) for a molecular structure, C30H27Cl5N4OPdSeSi.

Structure (XYZ):
```
70
Properties=species:S:1:pos:R:3:forces:R:3:lowdin_charge:R:1
Pd -0.45724 -0.06614 -0.10111 -0.2 0.0 0.0 0.75
Cl 2.02630 -5.87358 3.30029 0.0 0.0 0.0 0.66
C 1.73394 -4.54025 2.24858 0.0 0.0 0.0 -0.72
C 0.55874 -3.80739 2.34659 0.0 0.0 0.0 -0.71
Cl -0.62050 -4.21930 3.53314 0.0 0.0 0.0 0.68
C 0.33181 -2.73544 1.49404 0.0 0.0 0.0 -0.58
Cl -1.12867 -1.79657 1.66122 0.1 0.1 0.0 0.72
C 1.25163 -2.34072 0.50662 -0.1 0.1 0.0 -0.49
O 1.08134 -1.34883 -0.30597 0.0 -0.1 0.1 -0.26
C 2.44474 -3.09906 0.44197 0.0 0.0 0.0 -0.61
Cl 3.61349 -2.60732 -0.72447 0.0 0.0 0.0 0.71
C 2.67965 -4.17053 1.28586 0.0 0.0 0.0 -0.70
Cl 4.15051 -5.05405 1.15959 0.0 0.0 0.0 0.68
C 0.32426 0.85969 -1.69501 0.1 0.1 0.0 -0.30
Si 1.27880 2.36907 -1.15685 0.0 -0.1 0.1 0.64
C 2.29312 1.97502 0.39655 0.0 0.1 0.0 -0.23
N 1.62411 1.42619 1.57190 0.0 -0.1 0.0 -0.20
C 1.21302 2.45336 2.52238 0.1 0.0 0.0 -0.23
C 1.16468 1.90402 3.94028 0.0 0.0 0.0 -0.21
C 2.57766 1.52726 4.39543 0.0 0.0 0.0 -0.18
C 3.32176 0.76047 3.27882 0.0 0.0 0.0 -0.16
C 2.33955 0.31025 2.20104 0.1 0.0 0.0 -0.20
C 2.59410 2.77910 -2.44091 0.0 0.0 0.0 -0.24
C 2.85010 4.07971 -2.88124 0.0 0.0 0.0 -0.09
C 3.87212 4.34498 -3.78432 0.0 0.0 0.0 -0.09
C 4.66117 3.30931 -4.26311 0.0 0.0 0.0 -0.09
C 4.42773 2.00954 -3.83435 0.0 0.0 0.0 -0.09
C 3.40465 1.75039 -2.93357 0.0 0.1 0.0 -0.09
C 0.10631 3.85387 -1.10285 0.0 0.0 -0.1 -0.25
C -0.51836 4.19367 -2.31162 0.0 0.0 0.0 -0.12
C -1.38378 5.27447 -2.40523 0.0 0.0 0.0 -0.09
C -1.65969 6.04116 -1.27979 0.0 0.0 0.0 -0.10
C -1.05288 5.72552 -0.07298 0.0 0.0 0.0 -0.09
C -0.17233 4.64981 0.00753 0.0 0.0 0.0 -0.08
H 0.98299 0.10829 -2.13294 0.0 0.0 0.0 0.01
H -0.44462 1.09543 -2.43348 0.0 0.0 0.0 0.00
H 2.94782 2.82920 0.64669 0.0 0.0 0.0 0.09
H 2.96356 1.20784 -0.00982 0.0 0.0 0.0 0.09
H 0.23971 2.85808 2.23086 0.0 0.0 0.0 0.07
H 1.92462 3.30249 2.51214 0.0 0.0 0.0 0.12
H 0.50945 1.02928 3.96329 0.0 0.0 0.0 0.09
H 0.73117 2.65070 4.61001 0.0 0.0 0.0 0.10
H 2.53281 0.93648 5.31197 0.0 0.0 0.0 0.10
H 3.11952 2.44371 4.64118 0.0 0.0 0.0 0.11
H 3.84041 -0.11226 3.68081 0.0 0.0 0.0 0.11
H 4.08680 1.39388 2.82270 0.0 0.0 0.0 0.11
H 1.61459 -0.38497 2.63665 0.0 0.0 0.0 0.11
H 2.85198 -0.24411 1.41602 0.0 0.0 0.0 0.10
H 2.23965 4.89949 -2.51779 0.0 0.0 0.0 0.10
H 4.05206 5.36093 -4.11368 0.0 0.0 0.0 0.10
H 5.45690 3.51386 -4.96828 0.0 0.0 0.0 0.10
H 5.04223 1.19771 -4.20320 0.0 0.0 0.0 0.10
H 3.23865 0.72820 -2.60776 0.0 0.0 0.0 0.10
H -0.30269 3.61456 -3.20523 0.0 0.0 0.0 0.11
H -1.83719 5.52322 -3.35737 0.0 0.0 0.0 0.10
H -2.33262 6.88703 -1.34754 0.0 0.0 0.0 0.10
H -1.24850 6.32726 0.80651 0.0 0.0 0.0 0.11
H 0.32136 4.45211 0.95031 0.0 0.0 0.0 0.08
Se -2.51288 2.23397 3.71561 0.0 -0.1 0.0 1.17
N -3.43336 3.33772 2.68364 0.1 0.0 -0.1 -0.22
C -3.19577 2.96344 1.44302 0.0 -0.1 0.0 -0.39
C -3.77260 3.55817 0.28449 -0.1 0.1 0.0 0.01
C -3.46821 3.00457 -0.90675 -0.1 0.1 -0.1 -0.03
C -2.55715 1.91042 -0.98937 0.0 -0.1 0.0 -0.10
N -1.96856 1.34855 0.02857 0.0 -0.1 -0.1 0.00
C -2.30886 1.83112 1.27655 -0.1 0.1 0.2 -0.44
N -1.84900 1.28628 2.37787 0.0 0.1 0.0 -0.23
H -4.43415 4.40728 0.39045 0.0 0.0 0.0 0.13
H -3.87332 3.39191 -1.83032 0.0 0.0 0.0 0.12
H -2.31380 1.51365 -1.96374 0.0 0.0 0.0 0.11
```
Forces are in eV/Å.

HOMO energy, eV: -7.636
E, eV: -178872.19950
Kohn-Sham gap, eV: 5.9
Relative energy (zero: lowest compared OMol25 entry of this formula, charge and spin), kJ/mol: 0.0

=====

Entry 3:
Density functional theory data (wB97M-V/def2-TZVPD) for 15 unconnected molecules or ions with the total composition C42H120N6O15 at a distorted geometry.

Structure (XYZ):
```
183
Properties=species:S:1:pos:R:3:forces:R:3:lowdin_charge:R:1
C 11.27813 -34.08649 -24.51079 0.2 -0.6 0.1 -0.07
C 11.82229 -33.05778 -25.47198 0.8 -0.8 -0.2 -0.35
O 11.40480 -31.82733 -25.01945 -0.8 1.4 0.5 -0.07
H 11.33638 -35.12591 -24.83376 0.0 0.0 -0.5 0.07
H 10.23357 -33.87228 -24.28473 0.0 0.1 0.1 0.08
H 11.87233 -34.08726 -23.59700 -0.1 0.3 0.2 0.05
H 11.55205 -33.20893 -26.51708 -0.4 -0.3 -0.1 0.12
H 12.91178 -33.02781 -25.45716 0.3 -0.6 0.0 0.08
H 11.81371 -31.17142 -25.58882 0.2 0.5 -0.1 0.05
C 12.98936 -28.81523 -24.51954 0.4 0.2 1.2 -0.09
C 14.10873 -28.95046 -25.51490 -1.6 -1.0 -0.8 -0.25
O 13.50303 -29.86090 -26.49353 0.4 0.4 0.5 -0.11
H 12.72615 -29.82028 -24.18984 -0.2 0.0 -0.1 0.04
H 12.09401 -28.29478 -24.85951 0.2 -0.1 -0.3 0.09
H 13.35718 -28.32165 -23.61999 -0.1 0.3 0.1 0.07
H 14.97119 -29.42281 -25.04464 0.2 0.1 -0.1 0.09
H 14.36881 -28.00889 -25.99853 0.2 0.0 0.0 0.11
H 14.19004 -30.22346 -27.05760 0.3 0.1 -0.3 0.02
C 14.23882 -37.13469 -21.02321 0.5 1.5 -0.2 -0.05
C 14.51092 -35.65477 -21.42717 0.7 -0.3 -0.1 -0.31
O 15.85647 -35.43580 -21.87964 -0.3 -1.2 0.4 -0.12
H 13.20842 -37.19628 -20.67310 -0.1 -0.3 -0.4 0.05
H 14.84711 -37.41802 -20.16425 0.3 0.0 -0.1 0.07
H 14.46929 -37.78138 -21.86984 -0.3 -0.2 0.2 0.06
H 14.31405 -34.99796 -20.57985 -0.1 0.1 0.2 0.09
H 13.89294 -35.32306 -22.26153 -0.7 -0.3 0.1 0.07
H 15.98052 -34.48385 -21.87887 0.2 0.7 0.2 0.00
C 10.70053 -35.23644 -19.71662 -0.3 1.0 -0.7 -0.04
C 10.74827 -34.16500 -20.83174 -0.1 -1.0 0.2 -0.32
O 9.64522 -33.29991 -20.71485 -0.5 0.1 0.3 -0.06
H 9.81478 -35.86603 -19.80131 0.0 0.0 -0.4 0.08
H 10.57479 -34.73801 -18.75544 0.6 -0.2 0.3 0.05
H 11.58746 -35.86198 -19.81743 0.0 0.1 0.5 0.05
H 10.71177 -34.69621 -21.78283 0.1 0.0 -0.2 0.09
H 11.64798 -33.54969 -20.82744 0.4 -0.3 0.3 0.09
H 9.66170 -32.71722 -21.47761 -0.1 0.2 0.0 0.09
C 14.77909 -33.16218 -28.26505 0.1 -1.0 0.5 -0.08
C 14.80478 -31.90709 -29.06016 -1.4 -0.7 -0.9 -0.33
O 15.37435 -30.86172 -28.31674 0.7 0.2 -0.3 -0.07
H 14.32814 -33.10710 -27.27424 0.1 0.5 0.1 0.06
H 15.81752 -33.48323 -28.18331 0.0 -0.3 0.3 0.07
H 14.20773 -33.94526 -28.76349 0.1 0.0 -0.3 0.08
H 13.81048 -31.64104 -29.41890 -0.4 0.3 0.4 0.12
H 15.26466 -32.19423 -30.00576 0.9 0.6 0.0 0.12
H 16.08198 -30.46659 -28.83128 0.0 0.2 0.1 0.11
C 14.09818 -36.87651 -24.86227 0.2 1.8 1.3 -0.09
C 14.20910 -36.85611 -26.36823 -0.5 0.1 1.5 -0.33
O 13.95038 -38.16392 -26.71160 0.2 -2.1 -1.9 -0.07
H 13.23501 -37.40730 -24.46066 -0.3 0.1 -0.5 0.08
H 14.04565 -35.84070 -24.52693 -0.2 0.3 0.3 0.05
H 14.92060 -37.26798 -24.26355 0.5 -0.3 -0.7 0.07
H 15.19492 -36.51549 -26.68485 0.1 -0.3 -0.2 0.10
H 13.46690 -36.19651 -26.81786 0.0 0.3 0.1 0.11
H 13.03453 -38.27562 -26.97684 0.1 0.1 0.0 0.09
C 9.90528 -33.03807 -15.76250 0.7 -0.2 0.5 -0.08
C 10.86724 -32.22258 -16.63573 -0.6 -1.8 0.7 -0.33
O 10.20390 -31.96271 -17.83846 0.3 1.8 -0.6 -0.07
H 10.46790 -33.48630 -14.94356 0.0 -0.1 0.2 0.07
H 9.51178 -33.85774 -16.36366 -0.1 0.0 0.0 0.07
H 9.06885 -32.50481 -15.31071 0.1 0.3 -0.3 0.07
H 11.75607 -32.83363 -16.79289 0.1 -0.3 -0.2 0.07
H 11.28748 -31.37169 -16.09956 -0.6 0.7 -0.5 0.10
H 10.11153 -32.73086 -18.40680 0.1 -0.2 0.1 0.04
C 19.70807 -33.36775 -21.84846 0.0 0.6 0.2 -0.06
C 19.38192 -31.93333 -22.30520 0.3 -1.0 0.8 -0.28
O 18.85557 -31.20091 -21.18888 -0.5 0.4 -0.6 -0.10
H 20.00799 -34.00162 -22.68294 0.2 0.0 0.0 0.07
H 18.90955 -33.85968 -21.29306 -0.4 0.2 -0.3 0.06
H 20.48384 -33.27904 -21.08793 0.4 -0.2 -0.2 0.07
H 18.64663 -31.94390 -23.10978 -0.2 0.2 0.2 0.09
H 20.28475 -31.46767 -22.70039 0.0 0.2 0.0 0.11
H 19.53471 -30.91544 -20.57335 0.3 -0.2 -0.2 0.09
C 11.67843 -28.20538 -16.30050 -0.3 -0.1 -1.2 -0.07
C 12.47761 -27.38235 -17.32574 -0.2 0.0 0.7 -0.31
O 12.63491 -26.04894 -16.84832 0.6 0.0 -0.2 -0.08
H 11.37966 -29.17279 -16.70415 0.4 -0.3 -0.1 0.05
H 10.71222 -27.70235 -16.26165 -0.1 0.2 0.7 0.07
H 12.14125 -28.34850 -15.32407 0.0 0.3 -0.1 0.08
H 11.96755 -27.37809 -18.28902 -0.3 -0.1 -0.1 0.11
H 13.47484 -27.76887 -17.53605 0.1 0.0 0.3 0.09
H 11.78098 -25.67016 -16.62715 -0.1 -0.2 -0.1 0.08
C 16.93398 -34.38130 -14.55256 0.5 -0.4 -1.2 -0.06
C 15.58837 -33.67570 -14.44348 0.0 -1.0 1.1 -0.40
C 14.61282 -33.94364 -15.62722 1.0 2.0 0.2 -0.19
O 15.18252 -33.29271 -16.74010 0.2 -0.2 -1.2 -0.22
C 14.43558 -33.46423 -17.95766 0.6 0.6 1.0 -0.08
N 14.94800 -34.01546 -13.16189 -0.2 -0.1 -0.2 0.03
H 17.70734 -34.17114 -13.81374 -0.5 0.5 0.3 0.08
H 17.36720 -34.10439 -15.51367 0.1 0.2 -0.1 0.05
H 16.90438 -35.46983 -14.60083 -0.6 -0.2 0.1 0.08
H 15.81073 -32.61727 -14.30787 -0.2 0.2 -0.8 0.14
H 13.70494 -33.38922 -15.38960 -0.5 -0.3 0.2 0.11
H 14.37069 -34.97678 -15.87641 0.2 -0.4 0.4 0.13
H 14.17124 -34.51798 -18.04611 -0.3 0.0 -0.3 0.09
H 15.04653 -33.12034 -18.79227 0.2 -0.3 0.1 0.06
H 13.58003 -32.78917 -17.93668 -0.4 -0.3 0.0 0.07
H 14.29857 -33.27652 -12.93318 -0.2 0.1 0.2 0.06
H 14.37475 -34.83551 -13.29973 -0.1 -0.4 0.2 0.06
C 21.06660 -37.71789 -19.41806 -0.3 0.3 -0.5 -0.08
C 20.68910 -36.25163 -19.42478 -0.6 0.4 2.4 -0.41
C 19.17302 -36.02796 -19.00043 1.2 -0.2 -1.8 -0.20
O 18.94473 -34.64388 -18.83890 -0.6 -0.5 0.6 -0.21
C 17.57306 -34.43809 -18.48273 0.7 1.3 -0.4 -0.10
N 21.47959 -35.57223 -18.38646 0.7 0.2 -0.7 0.02
H 22.11882 -37.83502 -19.67732 -0.1 0.0 0.0 0.08
H 20.44535 -38.19184 -20.17802 0.1 -0.5 0.2 0.08
H 20.91694 -38.14900 -18.42819 -0.2 -0.1 -0.1 0.08
H 21.00127 -35.78991 -20.36151 -0.6 0.0 -0.2 0.13
H 18.93007 -36.57806 -18.09133 0.3 -0.1 0.4 0.12
H 18.50558 -36.41435 -19.77072 -0.2 -0.1 -0.3 0.12
H 17.48851 -33.39037 -18.19424 0.0 0.1 0.0 0.09
H 17.24926 -35.00348 -17.60889 0.0 -0.4 -0.2 0.08
H 16.96369 -34.56075 -19.37812 -0.4 -0.5 0.1 0.07
H 21.24803 -34.59096 -18.44627 0.0 0.2 0.4 0.06
H 21.21974 -35.89942 -17.46693 -0.1 0.0 0.1 0.07
C 20.66207 -27.97969 -23.33704 -1.3 -0.2 0.4 -0.04
C 19.95474 -28.63151 -24.55246 0.3 1.3 1.3 -0.44
C 18.43805 -28.58411 -24.44758 -0.7 -0.4 -0.5 -0.17
O 17.81599 -29.18762 -25.62670 0.2 -0.8 0.4 -0.20
C 17.61109 -30.61298 -25.48591 1.0 0.4 1.3 -0.09
N 20.32214 -27.95480 -25.76792 0.2 -0.6 -1.4 0.04
H 20.30020 -26.96857 -23.15053 0.3 0.4 -0.6 0.07
H 21.75169 -28.00168 -23.35548 -0.2 -0.1 -0.2 0.08
H 20.28341 -28.42611 -22.41757 0.3 -0.7 0.1 0.06
H 20.27939 -29.67063 -24.60674 0.0 -0.1 -0.2 0.11
H 18.08388 -27.55431 -24.49443 0.2 0.2 0.1 0.13
H 18.05372 -29.00637 -23.51909 -0.1 -0.4 0.1 0.11
H 18.52511 -31.15970 -25.25404 0.7 0.2 -0.3 0.06
H 17.22270 -31.14522 -26.35423 -0.5 0.8 -0.1 0.08
H 17.05854 -30.76194 -24.55822 -0.8 -0.2 -0.3 0.05
H 19.60539 -28.30350 -26.38823 0.2 -0.3 -1.0 0.06
H 20.10182 -26.97020 -25.81386 0.2 0.4 0.9 0.08
C 15.29525 -32.72850 -23.66986 -1.4 0.7 0.6 -0.03
C 15.25379 -31.79468 -22.41388 1.4 -0.7 -0.7 -0.36
C 13.89930 -31.52576 -21.77050 0.4 0.3 -0.8 -0.17
O 14.11215 -30.82730 -20.55026 -0.3 -0.3 -0.4 -0.22
C 12.90640 -30.34740 -19.96783 0.8 0.2 0.9 -0.08
N 16.13068 -32.46008 -21.43562 -0.7 -0.1 0.1 0.08
H 14.68901 -33.59455 -23.40428 0.0 -0.2 -0.3 0.05
H 16.28622 -33.07922 -23.95809 0.1 0.2 0.3 0.07
H 14.83880 -32.25478 -24.53896 0.0 0.1 -0.1 0.06
H 15.69152 -30.83670 -22.69454 -0.1 0.4 0.0 0.12
H 13.37118 -32.47149 -21.64893 -0.2 -0.2 0.4 0.11
H 13.32908 -30.87509 -22.43351 -0.3 -0.1 -0.2 0.11
H 12.34904 -29.63985 -20.58169 -0.1 -0.4 -0.5 0.10
H 13.23817 -29.75117 -19.11781 0.0 0.0 0.2 0.07
H 12.31533 -31.16670 -19.55858 -0.4 0.0 -0.3 0.08
H 15.89640 -32.05604 -20.54009 0.4 0.0 0.3 0.06
H 17.09233 -32.22360 -21.63407 0.0 0.0 0.3 0.04
C 17.13105 -26.43516 -20.21483 0.9 2.5 0.6 -0.09
C 16.70728 -27.80767 -20.40624 -1.0 -2.8 0.7 -0.44
C 17.20666 -28.76289 -19.23819 0.6 1.3 -1.1 -0.16
O 16.48106 -28.49224 -18.03389 0.7 0.4 -1.5 -0.19
C 16.38193 -29.60929 -17.22206 -1.1 0.2 1.2 -0.13
N 15.26412 -27.88378 -20.45828 -0.9 0.7 -0.3 0.06
H 16.67948 -25.73085 -20.91350 -0.3 -0.2 -0.1 0.09
H 18.20254 -26.30039 -20.36263 0.2 -0.2 0.1 0.08
H 16.90542 -26.06643 -19.21421 -0.1 0.0 0.2 0.09
H 17.08186 -28.10430 -21.38594 0.3 -0.7 0.1 0.12
H 18.26149 -28.50417 -19.14599 0.4 0.0 0.6 0.11
H 17.21615 -29.81156 -19.53536 -0.7 -0.2 0.0 0.10
H 15.83235 -29.30058 -16.33281 0.2 0.3 0.3 0.09
H 17.35158 -29.97698 -16.88636 0.0 -0.5 -0.3 0.10
H 15.66752 -30.32419 -17.63029 0.6 -0.7 -0.5 0.08
H 14.87974 -28.81709 -20.42250 0.4 -0.3 -0.2 0.03
H 14.91365 -27.41692 -19.63407 -0.2 0.2 0.1 0.06
C 18.05994 -34.52176 -26.06363 0.3 0.6 -0.5 -0.05
C 19.32265 -34.90735 -26.91862 -1.6 1.4 0.7 -0.42
C 20.56567 -34.26146 -26.30567 0.0 -0.2 0.3 -0.20
O 20.44668 -32.86405 -26.17465 -0.7 0.9 -1.0 -0.20
C 21.64153 -32.16871 -25.91443 0.6 -0.4 0.9 -0.11
N 19.42506 -36.33253 -27.01575 -0.1 -1.3 0.3 0.03
H 17.06855 -34.83238 -26.39343 0.2 -0.6 -0.7 0.05
H 17.91358 -33.44241 -26.02284 0.4 0.2 0.4 0.05
H 18.14959 -34.96357 -25.07123 0.2 0.3 0.3 0.08
H 19.23500 -34.57422 -27.95276 -0.2 0.4 0.0 0.14
H 21.42140 -34.52576 -26.92693 0.3 -0.1 0.1 0.13
H 20.67046 -34.63261 -25.28618 0.4 -0.6 0.2 0.12
H 22.47158 -32.39455 -26.58384 -0.2 -0.2 -0.5 0.09
H 21.99771 -32.44015 -24.92067 0.2 -0.2 0.3 0.08
H 21.53938 -31.08455 -25.86697 -0.7 -0.1 -0.4 0.08
H 19.40717 -36.74955 -26.09604 0.9 0.1 0.8 0.07
H 18.48229 -36.62824 -27.22510 -0.3 -0.2 -1.1 0.07
```
Forces are in eV/Å.

HOMO energy, eV: -8.789
E, eV: -85146.03219
Kohn-Sham gap, eV: 9.2
Relative energy (zero: lowest compared OMol25 entry of this formula, charge and spin), kJ/mol: 251.0

=====

Entry 4:
Density functional theory data (wB97M-V/def2-TZVPD) for C3HN3O2 in the gas phase at a distorted geometry.

Structure (XYZ):
```
9
Properties=species:S:1:pos:R:3:forces:R:3:lowdin_charge:R:1
C 0.20882 2.07607 0.15041 -1.0 1.9 1.4 0.19
C 0.01898 0.73278 -0.47123 0.4 -2.4 2.1 -0.44
C 0.66547 -0.28162 0.43534 -0.5 -0.8 -1.2 -0.43
N -1.16665 0.20815 -0.92717 -1.5 0.3 -0.6 0.09
N -1.38463 -0.89302 -0.37482 0.8 0.3 -0.4 0.05
N -0.31612 -1.24960 0.44921 -1.6 1.4 -1.0 0.11
O 1.68530 -0.24046 1.03782 1.3 0.2 0.7 0.13
O 0.69621 1.84794 -0.97013 1.2 0.3 -1.9 0.17
H -0.40740 -2.20026 0.67057 0.8 -1.2 1.0 0.13
```
Forces are in eV/Å.

HOMO energy, eV: -10.243
E, eV: -11687.14091
Kohn-Sham gap, eV: 9.9
Relative energy (zero: lowest compared OMol25 entry of this formula, charge and spin), kJ/mol: 414.7